Entry 1:
Density functional theory data (ωB97M-V/def2-TZVPD) for 2 unconnected molecules or ions with the total composition C3H13N4S at a distorted geometry.

The geometry in XYZ format:
```
21
C3H13N4S (ωB97M-V/def2-TZVPD)
H 0.8291 -0.4302 -1.4671
H -0.4752 1.0570 0.5341
H 0.6990 -3.1208 -3.1947
H -0.8875 -2.9739 -1.3764
H 0.3051 3.5856 1.0588
N 0.0456 -2.3474 -3.1984
N 1.3495 1.5909 1.5003
C 0.6140 -1.4284 -1.0522
H -1.6532 1.5019 2.8150
H 1.5583 -1.9772 -1.0764
H 1.6518 1.8714 2.4330
H -1.2748 -1.3516 -2.0366
H 1.6277 0.6211 1.4126
C -0.1003 1.6747 1.4808
N -0.7163 1.1476 2.6706
S 0.0880 -1.1245 0.6012
N -0.4994 3.0231 1.3198
H -1.2367 3.1664 0.6470
C -0.4900 -2.0914 -1.8839
H -0.6880 -2.5366 -3.8626
H -0.7467 0.1422 2.6751
```

**2S+1**: 1
**Net charge**: +1
**Kohn-Sham gap**: 4.54 eV
**HOMO**: -13.0473 eV


Entry 2:
Density functional theory data (ωB97M-V/def2-TZVPD) for 26 unconnected molecules or ions with the total composition C54H160O26 at a distorted geometry.

The geometry in XYZ format:
```
240
C54H160O26 (ωB97M-V/def2-TZVPD)
H -0.0539 4.5352 -6.2005
H 5.3186 5.5288 -0.6475
H -10.0083 0.0458 -1.3059
H 4.0475 -4.0214 3.1516
H 3.8946 1.3686 -0.1847
C 2.4825 6.4420 0.1316
H 0.5473 2.4860 3.0029
O -8.8878 -0.0515 1.6471
C 4.4366 0.9273 -1.0211
H -6.5790 -0.6541 0.1586
H 5.9774 -1.1461 -3.2969
H -8.9362 -3.3457 2.3154
C 5.7684 4.6621 3.8171
H 4.5271 -4.6707 5.2278
C 0.8091 2.9324 -7.4014
H 7.3726 5.8937 -2.9393
H -9.3980 -0.8645 1.6635
H 0.6780 -1.2491 7.1382
H -8.4681 1.2219 -0.0013
H -3.9673 -0.0108 4.5641
H -4.8548 1.1239 -3.0071
C 1.4251 5.7599 0.9353
H 2.0233 3.1423 -9.3193
H 5.3335 -2.8679 -5.6361
C 4.4100 -3.1511 3.6987
H 4.5013 -3.7093 -0.8860
H -2.3520 3.4171 -3.0591
H -1.1429 3.7781 5.3590
C 5.6864 -0.6903 -5.0852
O -3.0590 -0.3122 4.5474
O -2.1533 -2.4132 3.4136
O -5.6516 4.8705 2.1178
H 1.4854 1.5568 4.9159
H -5.7031 -0.3861 -2.8992
C -7.5225 -4.6296 1.7657
H 3.4204 -3.1793 5.5849
O 2.4073 -1.5877 -2.9532
H 0.3389 3.2071 -5.2679
H -1.1567 1.1494 2.7605
H 1.0178 -0.1772 -5.3366
H -2.3495 -0.3070 -0.3399
H 6.0606 -1.5872 0.6954
H -2.8283 -4.0734 -3.0960
O -1.3623 1.9061 3.3144
C -4.8539 4.1521 1.2044
H -2.6107 -4.6914 -1.5406
H 4.2868 -1.6779 -6.3464
H -6.1067 -3.1701 0.8625
H -5.7974 -0.1640 -5.3094
H -0.5365 -4.4640 1.3830
H 6.6651 -5.0344 0.8114
O -0.6753 -5.4353 -4.1153
C -3.8733 5.6941 -3.4347
H 1.8996 4.8068 1.1687
C 4.1644 -4.2706 -0.0144
C 0.7515 -0.0551 -0.3736
H 1.3328 -0.8479 -0.8445
H -1.9703 6.3476 -2.8486
H 4.2077 -2.2041 -4.5529
H 4.1774 5.2060 -2.6856
C 5.9049 5.0853 -1.4523
C 0.7204 3.7725 -6.1181
H 5.4316 -0.1509 1.2923
H -0.7873 -6.5094 -1.0348
H -9.5117 -4.8745 0.5761
H -0.3700 -4.2331 6.9065
H -3.8363 -5.0358 4.4818
C 4.3524 -3.5951 5.2020
C 6.8420 6.2254 -2.0468
H 1.2926 2.0219 -7.0473
O -4.3050 1.2546 -5.3431
H 2.4922 -2.4400 -3.3807
H 5.4506 4.6314 4.8593
H -6.5919 4.7108 2.0081
C 4.8062 -1.9378 -5.4241
O 5.7564 -2.6629 3.5086
H -4.6633 1.9836 -4.8314
O 1.1693 -5.6143 3.9374
O 6.6502 4.0832 -0.8855
H -3.1710 4.1195 2.6047
C 0.7045 -2.3234 7.3204
O -2.9283 5.2806 -1.3609
O -6.0105 0.0382 3.9494
H 0.8875 -1.1896 2.0664
H 7.5417 6.6239 -1.3122
H 0.0039 -3.6217 2.7056
H -1.3184 -3.6291 -2.1878
H -2.6836 -4.1793 4.0026
H -3.9518 -0.3533 -2.8408
H -9.2448 -5.9158 1.8292
C 3.4233 -2.0268 3.3415
H 1.7254 -1.1365 -3.4508
C 4.7813 -6.1722 1.5173
H 0.0931 0.4080 4.7000
H 4.2840 -3.6720 0.8886
H 2.7489 3.8583 -8.0261
H 1.6378 4.2504 -5.7744
H -7.6386 -0.7092 -1.3117
H -0.0317 6.6460 -0.2226
C -6.3119 -4.2402 0.8313
H 2.3479 -2.2043 3.3317
H 6.2976 -0.4946 -5.9662
O 6.9132 3.8931 3.6429
C -0.3874 -6.3693 -2.0390
H -6.6043 -0.6925 3.7774
C -0.3967 3.8004 4.5647
C -4.8205 0.0842 -3.3327
H 6.9515 6.5261 4.1538
H -2.5392 0.4879 4.6234
H 1.4225 -4.2129 -4.1599
H -2.3959 -2.7019 5.9178
H 5.3261 1.5381 -1.1755
H -2.1901 -6.4572 -3.2325
H -3.2841 5.6268 1.5480
O -0.4131 2.4880 -7.9033
H 2.7708 -4.8652 -3.9400
C 0.6325 -6.9338 2.1822
H -5.0259 4.4970 0.1848
C 4.9291 0.5946 -4.6038
C -8.5971 0.1826 0.3009
C 5.0019 -5.5712 0.1768
H -0.8488 4.5632 3.9307
H -0.1495 1.6418 -8.2721
H 6.2931 -3.1941 4.1014
H -4.9018 2.1081 0.4162
H 1.2282 -4.2539 1.5244
C -1.7584 4.3024 -3.2875
H -2.4741 -1.6030 3.8096
H -1.6758 -1.3986 6.7543
H -1.6226 4.3633 -4.3673
H -3.7536 6.4245 -4.2349
H 4.4416 1.0470 -5.4674
H 3.7969 1.0473 -1.8954
H 7.1582 4.0645 2.7307
H 7.2047 4.5375 -0.2469
H 3.1281 -4.5031 -0.2594
H -4.0844 -1.9942 -5.5446
H -4.6802 5.9891 -2.7639
H 0.1357 1.7373 5.8712
H 1.5613 0.5498 0.0342
H 0.2631 0.4765 -1.1903
H 0.5172 4.1983 5.0057
O 0.6834 -0.0315 -4.4517
H 0.3802 -2.5408 8.3381
H 5.2120 6.7588 3.7010
H 4.2066 -1.4412 -2.2720
H 5.4214 4.4528 -3.4982
H 4.9413 4.0450 1.8256
C 0.1482 5.6576 0.2002
H -6.5143 -4.6291 -0.1666
H 4.6812 -6.2650 -0.6002
H -0.3575 -1.8252 0.3123
H -2.1554 -2.6917 7.7032
H 3.7449 -1.5553 2.4129
H 2.2105 7.4489 -0.1851
H -2.2495 -0.2544 1.3657
H 0.9759 -4.8523 4.4884
C -2.0386 -4.4121 -2.4254
H -2.9658 -0.9745 -4.6334
H -3.3798 6.1051 -1.1662
H 5.5558 1.4254 -4.2797
H 5.2948 -5.5298 2.2328
H -1.3588 1.9648 -5.9019
C 4.9814 4.4933 -2.5018
O 0.0631 -3.1769 5.2263
C -1.7038 -2.4880 6.7323
H -0.6401 5.3259 0.8760
C -4.8039 0.0092 -4.8956
C 1.7455 3.6793 -8.4124
C 6.1095 6.1544 3.5698
H -1.5908 1.0809 0.5168
H 1.3196 -6.7282 1.3614
C -10.0065 -0.1960 -0.2431
C 4.7536 -0.5143 -0.6861
O 0.1092 -0.6728 1.8456
C -0.3179 -0.7519 0.4983
C 5.8595 -0.5637 0.3788
O 5.0418 -1.3396 -1.8097
O -2.8808 -5.0130 4.4297
H -3.2439 -0.5953 -6.2755
H 6.4271 6.3294 2.5419
H -0.7505 4.2553 -2.8751
H 2.8570 5.9478 -0.7649
C -2.5962 5.4611 -2.7457
O -1.6242 1.4991 -5.1089
H -2.7397 -2.5668 2.6728
C -3.7534 -0.9677 -5.3868
H 6.7634 -0.1076 -0.0250
O 6.4083 -5.4753 -0.0017
H -2.5674 1.6501 -5.0462
O 2.3630 -4.0496 -4.2311
H 4.1031 0.3949 -3.9212
C -5.2825 2.6447 1.2853
H -7.8665 -1.8380 -0.0581
C -0.1424 2.4350 3.8455
H 1.7120 -2.7331 7.2484
C 4.6828 3.9968 2.8835
C 0.4031 1.4412 4.8568
H 4.9908 -3.0831 5.9219
H -6.3583 2.7563 1.1501
H -0.2898 -7.2989 1.7302
H 0.2464 4.9267 -0.6025
O 1.1783 6.4752 2.0904
H 1.1122 -7.7307 2.7505
H 3.7621 4.5548 3.0542
C 0.3078 -4.4552 2.0724
H 5.3303 -7.1070 1.6310
H 4.6548 3.4727 -2.3025
H -0.6537 -2.8956 4.6530
O 6.5218 -1.0701 -4.0840
H -8.2755 -6.1038 0.3529
C -7.5886 -0.7975 -0.2264
H -5.4030 -4.7705 1.1156
C -3.4167 4.5483 1.6331
H -7.0578 -5.1959 2.5728
H 3.3715 -1.1582 3.9979
H 3.8154 -0.9943 -0.4075
C 0.2480 -5.6047 2.9581
H -4.2763 4.7936 -3.8982
C -1.6837 -0.0041 0.4683
H -0.2263 0.2372 -4.5801
C -0.3105 -3.1873 6.6051
H -10.2619 -1.2555 -0.2232
H 6.2575 7.1373 -2.1689
H 1.2772 4.6180 -8.7083
H -10.8260 0.3904 0.1724
H 4.3566 3.0154 3.2278
H -1.2442 -5.1189 -4.8208
H -5.0252 2.2437 2.2657
H 0.2922 6.1903 2.3253
H -0.7205 -5.7568 3.4344
H 3.7362 -6.4471 1.6591
H -6.0871 0.5969 3.1760
O -7.9772 -3.3848 2.2955
H -2.8465 3.9823 0.8965
C -1.4195 -5.7336 -2.9667
H 0.5444 -5.8050 -2.0029
C -8.6802 -5.3834 1.0637
H 0.0246 -7.2929 -2.4457
H 3.3133 6.6683 0.8000
```

**2S+1**: 1
**Kohn-Sham gap**: 8.55 eV
**HOMO**: -8.6070 eV


Entry 3:
Density functional theory data (ωB97M-V/def2-TZVPD) for a single C6H12N2O molecule.

The geometry in XYZ format:
```
21
C6H12N2O (ωB97M-V/def2-TZVPD)
C -1.9728 0.7270 0.3588
H 3.0730 0.5397 -0.6986
N 0.1066 -0.5647 0.9192
H -2.5747 0.9230 -0.5261
C 1.9936 0.6587 -0.6783
H 1.6733 1.6962 -0.6345
H 1.4147 0.1410 0.3320
N -1.0950 -1.0281 -1.1657
H -2.6252 0.2817 1.1143
H 1.1596 -1.9367 -2.2873
C -0.1572 0.0170 -1.5688
C -0.0658 -0.1609 2.3047
H 0.8116 -0.4871 2.8641
C -0.8468 -0.2301 0.0400
H -0.1785 0.9235 2.4424
H -0.6145 -1.9188 -1.0512
C 1.2341 -0.1629 -1.5570
H -1.5953 1.6704 0.7558
H -0.5823 0.9384 -1.9370
H -0.9385 -0.6380 2.7652
O 1.7802 -1.3892 -1.7920
```

**2S+1**: 1
**Kohn-Sham gap**: 8.24 eV
**HOMO**: -7.4957 eV


Entry 4:
Density functional theory data (ωB97M-V/def2-TZVPD) for a molecular structure, C8H13N3O at a distorted geometry.

The geometry in XYZ format:
```
25
C8H13N3O (ωB97M-V/def2-TZVPD)
H 1.3520 1.9434 -0.5143
H -2.4251 -1.5302 1.8956
H -0.7557 -1.2978 2.4436
H 1.5600 -0.6985 -2.1261
N -0.6226 1.0746 -0.9097
H 1.1428 -0.7939 1.8056
H 3.1072 1.4122 1.6219
H 2.8684 1.2744 -0.9652
O 1.6534 -1.1295 -1.1997
C 2.0065 1.1356 -0.2687
H -4.1952 -0.5327 0.8202
C 1.5085 -0.2646 -0.2423
C -1.4466 -1.4372 1.6147
H 2.8058 -1.1446 1.0622
C 2.2308 1.0157 1.2615
C -1.9152 1.2501 -0.9673
C -2.5178 0.4840 0.0104
C 2.0098 -0.4922 1.2113
H -4.4435 0.7350 -0.1490
H 1.4727 1.4170 1.8975
C -1.4494 -0.2042 0.5943
N -0.3529 0.2692 0.0698
N -3.8078 0.4633 0.6130
H -1.1329 -2.2973 1.0206
H -2.4375 1.9268 -1.6881
```

**2S+1**: 1
**Kohn-Sham gap**: 8.01 eV
**HOMO**: -7.3480 eV


Entry 5:
Density functional theory data (ωB97M-V/def2-TZVPD) for 2 unconnected molecules or ions with the total composition C3H10O3.

The geometry in XYZ format:
```
16
C3H10O3 (ωB97M-V/def2-TZVPD)
H 0.2619 -1.7569 1.2406
H -0.6323 -0.3641 -0.9893
O -0.1774 -1.0698 3.1467
H 0.8745 0.1789 -0.2827
H -1.4257 -1.7536 1.6772
H -0.1515 0.8979 1.8002
O 1.7572 0.6266 -4.2916
O -0.5494 1.6135 -0.8224
H 1.2478 -0.1927 -4.2037
C -0.6890 0.2026 1.1527
H -1.7426 0.4990 1.2139
H 1.2528 1.3161 -3.8265
H 0.5621 -1.6408 3.3756
C -0.1998 0.3364 -0.2657
C -0.5049 -1.1869 1.7595
H 0.1161 2.2938 -0.6846
```

**2S+1**: 1
**SMILES**: OCCCO.O
**Kohn-Sham gap**: 10.94 eV
**HOMO**: -10.2807 eV


Entry 6:
Density functional theory data (ωB97M-V/def2-TZVPD) for a molecular structure, C34H38N6O6P2Ru at a distorted geometry.

The geometry in XYZ format:
```
87
C34H38N6O6P2Ru (ωB97M-V/def2-TZVPD)
H -1.1450 -1.7837 -5.5983
C -2.1634 3.2502 -4.2008
C -0.2946 2.8283 2.7556
C -1.8713 3.1722 -2.8076
H 2.1263 -0.7259 1.1386
H -1.8977 -0.0274 0.1342
C 0.5353 1.0975 7.9647
C -0.6675 -0.0682 5.9573
H 2.3709 -1.4411 -7.1415
C 2.2169 -3.8120 -4.9002
H -1.9092 1.7955 3.8066
H 0.0507 -1.1965 0.0088
H -0.0345 3.2635 3.7397
C 4.5054 1.1566 -5.0487
H 5.1863 1.5754 -5.7659
C -1.4516 0.6121 2.0945
C -0.3930 0.1613 7.4595
H -1.5514 -0.1320 -5.9757
C -5.1042 -2.4505 -5.0358
H -2.3500 1.6185 -5.6958
H 0.6143 0.2649 -0.7346
O -1.3074 -1.2257 11.8883
C 1.4318 -1.7773 3.8605
H 1.9450 -4.1464 -3.9129
H -6.0480 -0.8720 -6.3526
C -1.0962 0.5597 0.6132
C 4.4636 1.3585 -3.6372
H 2.8837 -5.5837 -6.0579
H -3.9560 0.6145 -5.5685
C 1.2982 -0.0521 1.2995
H -1.7647 4.0040 -2.1335
N 2.1148 -2.4646 -5.2268
C 0.2340 -0.1238 0.2305
P 1.4615 -1.1684 -3.9421
C -5.2662 -1.1770 -5.6731
H -3.4398 -3.1248 -3.6778
C 1.5296 1.0413 2.1924
C 1.0326 2.4596 2.0069
H 0.2285 0.4442 11.3441
C 2.4463 -2.3640 -6.5726
N -3.4394 -1.0717 -4.3141
H 2.4543 -1.4618 3.5805
H 0.5927 0.7147 -5.2135
N 2.8575 -0.1357 -4.1781
C -1.2089 1.6787 2.9711
C -1.0159 -0.7527 -5.2431
P -1.7907 -0.6757 -3.5604
H 3.1883 -3.7730 -8.0825
O -1.6503 -0.7106 5.5991
H -2.3415 4.1232 -4.7923
N -2.0273 1.0673 -3.6142
H -5.7540 -3.3035 -5.1465
H 5.1229 2.0008 -3.0820
O 2.3870 2.8390 9.2108
Ru 0.2210 -0.3071 3.1092
H 0.9409 2.7076 0.9420
O -2.4689 -2.1200 10.2416
C 0.0400 0.3932 10.2657
H -1.5494 1.3283 -1.5590
H -1.9357 -1.2367 7.9876
C -3.9506 -2.3747 -4.2600
O 1.8802 2.0073 11.1849
C -1.1424 -0.5992 8.3625
C -4.2063 -0.3817 -5.2521
H 3.0679 0.4301 -2.1272
H -0.8041 3.6617 2.2269
H 3.1764 -0.0559 -6.3264
H -2.3788 0.0685 2.3101
O 0.2477 0.4474 5.1981
C 2.6777 -4.5289 -6.0136
N 1.7334 2.0752 9.9423
H 1.2691 -2.8411 3.6294
C -1.7719 1.8349 -2.4764
C 2.8318 -3.5930 -7.0707
H 1.0706 1.7967 7.3232
H 1.8248 3.1018 2.4335
H 2.4627 1.0014 2.7411
C -2.2057 1.9502 -4.6815
C 3.4497 0.5730 -3.1273
N -1.6087 -1.3309 10.6772
H 1.2671 -1.6307 4.9438
C 0.7489 1.1959 9.3657
H 0.8336 -0.6592 -6.2712
C 0.4691 -0.3707 -5.2758
C 3.4870 0.2781 -5.3556
C -0.9076 -0.4943 9.7498
H -1.1083 1.5727 0.1925
```

**2S+1**: 5
**Net charge**: +2
**Kohn-Sham gap (spin up / spin down)**: 6.23 / 2.47 eV
**HOMO (spin up / spin down)**: -12.4968 / -12.3599 eV


Entry 7:
Density functional theory data (ωB97M-V/def2-TZVPD) for 18 unconnected molecules or ions with the total composition C3H40O18 at a distorted geometry.

The geometry in XYZ format:
```
61
C3H40O18 (ωB97M-V/def2-TZVPD)
H -3.8766 -0.2369 -0.2718
O -1.2147 -2.6392 2.1790
H -2.8017 -2.1622 -0.6322
O 0.0034 4.0769 2.7504
H -2.7173 -1.8903 0.8441
O -1.1145 -2.4451 -1.1088
H 3.3560 1.0537 2.7835
H 0.2093 3.4693 -1.7992
H -1.2556 -2.2254 3.0380
O -0.1737 -0.8606 -3.2223
H 1.7670 -2.2011 2.5317
H -1.7111 1.5732 0.5661
O -1.7003 2.1363 -0.2261
H 4.4946 -0.8770 -1.5384
C 3.4520 -0.8551 -1.6324
O -2.0488 1.5044 -3.6778
H 1.8203 -1.6620 0.4725
H -3.1296 -0.0437 -2.8434
O 0.6910 3.0442 -2.5563
H 3.0828 1.3087 -1.6901
H -0.3222 4.7711 2.1708
H 3.2520 -1.5382 1.1538
H 3.1518 -0.9129 -2.6511
O -3.3125 -1.7457 0.1093
C 1.4550 0.4783 -0.7608
O 0.8157 0.0983 3.2302
O -1.3658 1.7247 2.3098
H -0.9691 2.5792 2.4338
H -0.7084 5.1785 -0.3981
O -4.1207 0.7651 -0.3169
H -0.7299 -1.7114 -0.5707
H -0.4314 -2.3225 1.7125
H 3.0689 -1.6444 -0.9843
H -0.2948 -1.4065 -3.9991
H 2.4716 -0.2120 2.6805
C 2.8918 0.4540 -1.0263
H -2.6511 2.0976 -0.4514
H -0.8284 1.1376 2.8362
H 0.8870 4.2018 3.0571
H -4.5798 0.5416 -1.1366
H -2.9868 -1.1629 -1.7223
H -1.4221 2.2500 -3.8137
H -0.6874 3.5858 -0.1805
H 1.1816 -3.4038 3.2790
O -0.2260 4.4382 -0.0067
H 0.8355 -0.1753 2.2847
O 0.4279 -4.3471 0.0244
H 0.7978 3.7261 -3.2152
H -1.3576 0.8887 -3.3765
H -0.6545 -3.2778 -0.9804
O 2.5306 -2.1542 1.0318
H -0.7468 -1.3974 -2.5890
O 3.2968 0.1958 2.3141
O -3.5047 -0.8969 -2.5052
H 0.0765 -4.3102 0.9069
O 0.9268 -0.5533 -0.2672
H 0.9509 -0.5833 3.8797
O 1.2170 -2.4392 3.2954
H 0.1522 -5.1527 -0.4037
H 0.8436 1.2971 -1.1143
H 3.5366 0.8704 -0.2066
```

**2S+1**: 1
**Kohn-Sham gap**: 9.99 eV
**HOMO**: -9.9735 eV